{"formula": "C3H2N2O2", "method": "wB97M-V/def2-TZVPD", "species": ["N", "C", "O", "C", "O", "C", "N", "H", "H"], "positions_angstrom": [[-1.44515, -0.76259, -0.31764], [-0.73206, 0.11114, 0.22308], [0.58838, 0.02696, 0.63246], [1.52914, -0.41523, -0.25651], [1.32400, -0.73257, -1.38908], [-1.60094, 2.44847, 0.80478], [-1.23037, 1.36056, 0.54615], [-0.93058, -1.62058, -0.50214], [2.49757, -0.41615, 0.25891]], "forces_ev_per_angstrom": [[0.289, 0.326, 0.239], [-0.282, -0.356, -0.249], [-0.039, 0.011, -0.049], [-0.001, -0.176, -0.510], [0.086, 0.152, 0.661], [0.301, -0.953, -0.204], [-0.294, 0.931, 0.213], [0.021, 0.072, -0.011], [-0.081, -0.008, -0.091]], "energy_ev": -10216.607, "gap_ev": 11.694}



{"formula": "C4H5NO2", "method": "wB97M-V/def2-TZVPD", "species": ["C", "C", "C", "O", "H", "H", "H", "H", "N", "C", "O", "H"], "positions_angstrom": [[1.39317, -0.83325, -0.01382], [1.09915, 0.39835, -0.30759], [-0.10250, 1.12827, 0.18625], [-1.25448, 0.72507, 0.12824], [0.60963, -1.48973, 0.44711], [2.24895, -1.14857, -0.43591], [1.85238, 1.06592, -0.64854], [0.18663, 2.16595, 0.54483], [-3.93402, 0.39424, -0.34700], [-3.43370, -0.57693, 0.15175], [-3.29042, -1.54008, 0.75254], [-3.36738, 1.02322, -0.91715]], "forces_ev_per_angstrom": [[-3.752, -0.818, 0.877], [-1.146, 1.797, 1.170], [-0.532, 0.050, -0.607], [1.826, 0.689, 0.413], [1.149, 0.481, -0.391], [2.994, -1.823, -0.711], [0.626, 0.411, -0.703], [-0.704, -0.662, -0.029], [0.152, 1.711, -1.567], [-1.383, 0.417, 0.159], [1.155, -1.950, 0.948], [-0.385, -0.303, 0.442]], "energy_ev": -9812.353, "smiles": "C=CC=O.N=C=O", "gap_ev": 10.229}



{"formula": "CH3F2OP", "method": "wB97M-V/def2-TZVPD", "species": ["O", "P", "C", "F", "F", "H", "H", "H"], "positions_angstrom": [[1.21645, 0.53425, -1.12401], [0.32562, 1.14206, 0.03387], [-0.67505, -0.53759, 0.50392], [-2.01533, -0.38510, 0.52637], [-0.35689, -1.30491, -0.56147], [0.82158, 0.52289, -1.96018], [1.15190, 1.05271, 1.06314], [-0.46827, -1.02430, 1.51835]], "forces_ev_per_angstrom": [[2.480, -0.556, 0.856], [-3.993, 0.211, -0.175], [1.206, 0.934, 1.315], [-0.585, 0.421, -0.377], [-0.323, -1.042, 0.196], [-0.931, 0.111, -1.879], [1.779, -0.395, 1.619], [0.368, 0.316, -1.554]], "energy_ev": -17855.997, "smiles": "OPC(F)F", "gap_ev": 10.022}



{"formula": "C13H22ClI2NOPRh", "method": "wB97M-V/def2-TZVPD", "species": ["I", "I", "Rh", "P", "C", "C", "H", "H", "H", "C", "H", "H", "H", "H", "H", "H", "C", "O", "Cl", "C", "N", "C", "C", "C", "C", "C", "C", "C", "C", "H", "H", "H", "H", "H", "H", "H", "H", "H", "H", "H", "H", "H"], "positions_angstrom": [[-1.70922, -0.12375, -4.09861], [1.20961, 1.43217, -2.82240], [-0.01565, -0.33712, -1.24324], [1.21741, -2.10386, -2.20916], [3.00961, -1.99668, -1.87675], [0.87343, -3.73461, -1.49243], [-0.04735, -2.34591, -4.23599], [1.54145, -3.19392, -4.32340], [1.43368, -1.38476, -4.47733], [1.02141, -2.27775, -3.99578], [-0.19403, -3.93849, -1.58781], [1.45558, -4.47863, -2.04541], [3.53546, -2.76487, -2.45417], [3.23156, -2.15682, -0.81534], [1.15876, -3.76433, -0.43657], [3.36888, -1.01006, -2.17750], [1.50633, -0.06616, -0.21796], [2.49252, 0.31428, 0.30861], [-1.77688, -1.87538, -1.65033], [-0.13414, 2.95654, 2.69525], [0.56941, 1.69474, 2.31690], [1.68532, 1.41137, 3.27788], [-0.37349, 0.48840, 2.19653], [-1.55967, 0.81584, 1.36421], [-2.72166, 1.27988, 2.01290], [-3.80569, 1.73755, 1.27217], [-3.75689, 1.64642, -0.12500], [-2.61845, 1.11407, -0.72630], [-1.55116, 0.64410, -0.01136], [-0.69052, 2.79475, 3.62446], [-0.79749, 3.26151, 1.87905], [0.63365, 3.71969, 2.84649], [0.98666, 1.82721, 1.38118], [1.25194, 1.16115, 4.25372], [2.26831, 0.56894, 2.88514], [2.31412, 2.30604, 3.34564], [0.22281, -0.32392, 1.77677], [-0.65626, 0.22569, 3.21834], [-2.72649, 1.33651, 3.10476], [-4.67006, 2.15249, 1.78369], [-4.61978, 1.96647, -0.71087], [-2.56301, 1.02119, -1.80998]], "forces_ev_per_angstrom": [[0.134, 0.423, -0.231], [-0.736, 0.071, -0.659], [-0.153, 0.001, -0.224], [0.880, -1.323, 0.666], [-0.015, 0.407, -0.258], [-0.477, 0.173, -0.024], [0.445, -0.184, 0.022], [-0.115, 0.384, 0.154], [-0.012, -0.278, -0.069], [-0.189, 0.102, -0.050], [0.214, -0.226, 0.052], [-0.052, 0.103, 0.058], [-0.148, 0.110, 0.022], [-0.174, 0.035, -0.217], [-0.045, 0.067, -0.166], [0.199, -0.133, 0.013], [3.688, 2.051, 2.454], [-3.559, -1.699, -1.826], [-0.361, 0.276, -0.245], [0.042, 0.333, -0.165], [0.015, -0.273, -0.128], [0.152, -0.177, -0.155], [0.294, 0.117, 0.473], [-0.188, -0.770, 0.561], [0.394, 0.418, -0.355], [0.136, -0.302, -0.246], [0.012, 0.325, 0.722], [-0.473, -0.255, -1.477], [0.520, 0.242, 0.781], [0.129, 0.018, -0.262], [0.102, -0.124, 0.342], [-0.199, -0.090, 0.018], [-0.223, 0.098, 0.523], [0.138, 0.125, -0.288], [-0.162, 0.242, 0.250], [-0.138, -0.304, 0.049], [-0.096, 0.084, 0.183], [0.081, 0.073, -0.062], [-0.044, 0.013, -0.342], [0.053, -0.195, -0.171], [0.414, -0.051, 0.006], [-0.483, 0.097, 0.271]], "energy_ev": -58379.506, "total_charge": 2, "multiplicity": 5, "gap_ev": [8.273, 5.421]}



These records have ΔE to the lowest compared entry with this formula, charge and spin values of 152.7 189.3 280.6 0.0 kJ/mol, in the order they appear.